The following is a DFT calculation (the ωB97M-V functional and the def2-TZVPD basis) of a structure of composition C20H25BrN7O2V at a distorted geometry.

```
56
Properties=species:S:1:pos:R:3:mulliken_spin:R:1
V 0.500 -1.090 -0.355 2.87
O 2.113 2.718 -2.103 0.00
C 1.799 3.461 -1.017 0.00
C 2.203 4.795 -1.025 0.00
C 1.901 5.626 0.036 0.00
C 1.198 5.146 1.138 0.00
C 0.810 3.818 1.153 0.00
C 1.092 2.959 0.087 0.03
C 0.662 1.517 0.197 -0.07
O 1.036 0.689 -0.861 0.00
N -0.812 1.437 0.378 0.00
N -1.256 0.220 -0.030 -0.04
C -2.485 0.059 -0.322 0.02
C -2.961 -1.181 -0.926 0.00
Br -1.548 -2.253 -1.659 0.02
C -4.204 -1.586 -1.126 0.03
C -5.410 -0.916 -0.602 0.00
C -5.430 -0.275 0.636 0.01
C -6.585 0.354 1.080 0.00
C -7.729 0.347 0.294 0.00
C -7.722 -0.303 -0.935 0.00
C -6.571 -0.936 -1.376 0.00
H 1.713 1.830 -1.958 0.00
H 2.745 5.158 -1.891 0.00
H 2.217 6.663 0.006 0.00
H 0.967 5.796 1.972 0.00
H 0.282 3.421 2.017 0.00
H 1.069 1.130 1.144 0.04
H -1.344 2.235 0.056 0.00
H -3.199 0.869 -0.209 0.01
H -4.361 -2.468 -1.738 0.00
H -4.551 -0.301 1.273 0.00
H -6.594 0.838 2.049 0.00
H -8.630 0.838 0.642 0.00
H -8.615 -0.322 -1.546 0.00
H -6.567 -1.450 -2.332 0.00
C 5.836 -2.499 0.169 0.00
N 4.782 -1.570 0.586 0.00
C 5.130 -0.149 0.566 0.00
C 3.466 -1.877 0.463 0.04
N 2.505 -1.022 0.370 -0.04
N 3.173 -3.241 0.461 0.00
C 1.915 -3.795 0.393 0.06
N 1.898 -5.137 0.562 0.01
N 0.859 -3.075 0.201 -0.03
H 6.787 -2.107 0.515 0.00
H 5.882 -2.619 -0.915 0.00
H 5.738 -3.480 0.632 0.00
H 6.170 -0.048 0.858 0.00
H 4.531 0.398 1.291 0.00
H 4.996 0.297 -0.424 0.00
H 2.846 -0.074 0.272 0.02
H 3.929 -3.867 0.656 0.00
H 2.744 -5.675 0.619 0.00
H 1.051 -5.644 0.383 0.00
H 0.029 -3.659 0.197 0.01
```

Summary:
Total charge: +1
Kohn-Sham gap (alpha / beta), eV: 7.5 / 7.3
Lowest unoccupied orbital energy (alpha / beta), eV: -2.592 / -2.836
2S+1: 4
Relative energy (zero: lowest compared OMol25 entry of this formula, charge and spin), kJ/mol: 34.9

***

The following is a DFT calculation (the ωB97M-V functional and the def2-TZVPD basis) of a cluster of 4 separate species, C12H36O16P4 in total at a distorted geometry.

```
68
Properties=species:S:1:pos:R:3:lowdin_charge:R:1
C 120.624 43.257 52.923 -0.20
O 120.434 44.349 52.155 -0.21
P 119.274 44.343 50.982 0.68
O 119.833 43.385 49.822 -0.35
O 117.813 43.606 51.461 -0.26
C 117.485 42.415 50.841 -0.16
O 118.986 45.699 50.161 -0.24
C 119.955 46.675 49.889 -0.05
H 121.519 43.115 53.450 0.06
H 120.824 42.331 52.250 0.13
H 119.966 43.012 53.750 0.09
H 117.061 42.476 49.867 0.07
H 116.676 41.971 51.520 0.12
H 118.338 41.828 50.939 0.05
H 120.822 46.183 49.838 0.05
H 120.009 47.143 50.725 0.02
H 119.642 47.218 48.917 0.14
C 116.214 44.956 48.749 -0.03
O 116.394 46.367 49.091 -0.21
P 116.776 47.285 47.833 0.50
O 117.349 48.578 48.085 -0.20
O 117.809 46.388 46.858 -0.23
C 118.243 46.884 45.679 -0.19
O 115.439 47.492 46.862 -0.22
C 114.175 47.417 47.434 -0.16
H 115.974 44.393 49.540 0.04
H 117.206 44.645 48.431 0.10
H 115.452 45.089 48.036 0.07
H 118.543 48.005 45.612 0.12
H 117.456 46.740 44.739 0.14
H 119.069 46.323 45.417 0.05
H 113.880 48.163 48.352 0.14
H 114.031 46.569 47.928 -0.02
H 113.343 47.255 46.485 0.17
C 115.836 46.883 52.424 -0.14
O 116.123 46.945 53.770 -0.15
P 117.715 46.860 54.189 0.37
O 118.494 46.200 53.225 -0.18
O 118.183 48.346 54.450 -0.15
C 119.105 48.940 53.594 -0.11
O 117.810 46.117 55.540 -0.18
C 118.989 45.718 56.204 -0.08
H 116.049 47.679 51.985 -0.01
H 114.758 46.837 52.108 0.13
H 116.319 46.132 51.853 0.07
H 119.344 49.884 53.888 0.07
H 118.902 48.754 52.537 0.09
H 120.033 48.525 53.485 0.06
H 118.864 45.631 57.274 0.09
H 119.809 46.394 56.096 0.08
H 119.354 44.788 55.694 0.10
C 114.810 50.218 50.689 -0.15
O 115.693 50.173 49.643 -0.24
P 116.943 51.217 49.697 0.41
O 116.577 52.402 50.367 -0.20
O 118.306 50.663 50.427 -0.22
C 119.603 50.773 49.806 -0.08
O 117.346 51.595 48.178 -0.19
C 116.365 52.252 47.328 -0.03
H 114.142 51.052 50.395 0.11
H 115.300 50.491 51.573 0.07
H 114.295 49.264 50.817 0.08
H 119.784 51.794 49.496 0.09
H 119.702 50.036 49.132 0.03
H 120.403 50.545 50.545 0.10
H 116.875 52.710 46.602 0.06
H 115.886 53.117 47.861 0.12
H 115.655 51.817 47.021 -0.02
```

Summary:
Kohn-Sham gap, eV: 10.0
Lowest unoccupied orbital energy, eV: 0.594
Relative energy (zero: lowest compared OMol25 entry of this formula, charge and spin), kJ/mol: 990.3
SMILES: COP(=O)(OC)OC.COP(=O)(OC)OC.COP(=O)(OC)OC.COP(=O)(OC)OC

***

The following is a DFT calculation (the ωB97M-V functional and the def2-TZVPD basis) of a cluster of 2 separate species, CH2NO3S in total at a distorted geometry.

```
8
Properties=species:S:1:pos:R:3:lowdin_charge:R:1
C -1.695 -0.107 0.117 -0.62
N -0.498 -0.510 0.095 -0.40
O -0.301 -1.922 -0.121 -0.01
O 0.633 -0.020 0.166 -0.10
O -1.010 2.488 -0.023 -0.46
S -3.277 -0.309 -0.006 0.61
H -0.353 1.988 0.568 -0.11
H 0.544 -2.106 0.287 0.08
```

Summary:
Total charge: -1
Kohn-Sham gap (alpha / beta), eV: 6.4 / 6.4
Lowest unoccupied orbital energy (alpha / beta), eV: 2.782 / 2.782
Relative energy (zero: lowest compared OMol25 entry of this formula, charge and spin), kJ/mol: 704.3

***

Electronic energy per entry: -131396.9164, -82942.0319, -19531.6031 eV